--- one ---
This record from OMol25 describes 4 unconnected molecules or ions with the total composition C2H12N2O3. The level of theory is the ωB97M-V functional and the def2-TZVPD basis.

Its gap between HOMO and LUMO is 9.157 eV. The structure (SMILES) is [H]/N=C/NC.O.O.O. The value obtained for the LUMO energy is 0.415 eV.

CARTESIAN COORDINATES (ANGSTROEM)
1 H 1.580 0.919 1.140
2 N 0.869 1.635 1.096
3 C -0.281 1.175 0.780
4 N -1.400 1.916 0.985
5 C -2.657 1.809 0.282
6 H -0.406 0.338 0.076
7 H -1.266 2.659 1.647
8 H -2.534 1.879 -0.793
9 H -3.111 0.827 0.415
10 H -3.391 2.444 0.785
11 O 2.052 -4.141 1.254
12 H 1.640 -3.750 2.035
13 H 2.914 -4.393 1.614
14 O 2.299 -1.796 -0.607
15 H 1.601 -1.515 0.003
16 H 2.335 -2.748 -0.431
17 O -1.308 0.844 -3.235
18 H -0.433 0.442 -3.320
19 H -1.061 1.760 -3.040

***

--- two ---
This record from OMol25 describes 4 unconnected molecules or ions with the total composition C2H12N2O3. The level of theory is the ωB97M-V functional and the def2-TZVPD basis.

Its gap between HOMO and LUMO is 9.878 eV. The structure (SMILES) is C/N=C\N.O.O.O. The value obtained for the LUMO energy is 0.676 eV.

CARTESIAN COORDINATES (ANGSTROEM)
1 C -1.146 1.334 -1.225
2 N -2.483 1.288 -1.771
3 C -2.898 2.348 -2.319
4 N -2.283 3.620 -2.400
5 H -0.493 2.213 -1.311
6 H -0.594 0.402 -1.427
7 H -1.239 1.044 -0.156
8 H -3.899 2.401 -2.747
9 H -1.301 3.676 -2.608
10 H -2.806 4.211 -3.024
11 O 3.864 -5.014 2.346
12 H 3.520 -5.240 3.206
13 H 4.756 -4.630 2.392
14 O -0.752 -3.025 4.230
15 H -0.530 -2.081 4.243
16 H -0.729 -3.174 5.184
17 O 2.833 -0.143 -0.790
18 H 3.750 0.040 -1.009
19 H 2.430 0.729 -0.815

***

Most favorable structure: one. The second most favorable one is 0.0113 hartree above it.

***

--- one ---
This record from OMol25 describes C8H8O2S in the gas phase. The level of theory is the ωB97M-V functional and the def2-TZVPD basis.

Its gap between HOMO and LUMO is 9.975 eV. The structure (SMILES) is C=CS(=O)(=O)c1ccccc1. The value obtained for the LUMO energy is 0.348 eV.

CARTESIAN COORDINATES (ANGSTROEM)
1 C -2.727 1.617 0.140
2 C -2.077 0.827 -0.587
3 S -1.205 -0.533 0.010
4 O -1.376 -1.710 -0.953
5 O -1.600 -0.687 1.375
6 C 0.480 -0.083 -0.040
7 C 0.940 1.157 -0.151
8 C 2.284 1.481 -0.082
9 C 3.317 0.460 0.023
10 C 2.849 -0.844 0.089
11 C 1.447 -1.126 0.103
12 H -2.740 1.634 1.142
13 H -3.432 2.407 -0.141
14 H -2.075 1.051 -1.767
15 H 0.340 2.210 -0.089
16 H 2.673 2.587 0.087
17 H 4.522 0.626 -0.067
18 H 3.666 -1.647 0.096
19 H 1.056 -2.098 0.237

***

--- two ---
This record from OMol25 describes 2 unconnected molecules or ions with the total composition C8H8O2S. The level of theory is the ωB97M-V functional and the def2-TZVPD basis.

Its gap between HOMO and LUMO is 7.718 eV. The value obtained for the LUMO energy is 0.115 eV.

CARTESIAN COORDINATES (ANGSTROEM)
1 C -2.048 -0.246 -3.074
2 C -0.659 -0.080 -2.895
3 C -2.573 -0.099 -1.801
4 C -0.451 0.169 -1.584
5 C 0.791 0.378 -0.976
6 C -0.365 0.553 1.966
7 C 0.647 -0.185 1.151
8 C 2.059 -0.413 1.639
9 O 1.819 0.831 -1.253
10 O -1.660 0.177 -0.924
11 S -0.707 -1.254 1.600
12 H -2.667 -0.454 -3.852
13 H -0.018 -0.171 -3.708
14 H -3.518 -0.075 -1.433
15 H -0.175 0.897 3.095
16 H -0.973 1.315 1.556
17 H 2.704 -0.292 0.816
18 H 2.153 -1.370 2.013
19 H 2.388 0.308 2.255

***

Most favorable structure: one. The second most favorable one is 0.0279 hartree above it.

***

--- one ---
This record from OMol25 describes 2 unconnected molecules or ions with the total composition CH3N3O. The level of theory is the ωB97M-V functional and the def2-TZVPD basis.

Its gap between HOMO and LUMO is 11.113 eV. The structure (SMILES) is N#[N+][O-].C=N. The value obtained for the LUMO energy is 1.239 eV.

CARTESIAN COORDINATES (ANGSTROEM)
1 N 1.230 1.088 -0.634
2 N 1.497 1.451 0.359
3 O 1.754 1.812 1.392
4 C -0.810 -1.240 -0.407
5 N -0.798 -0.418 0.556
6 H -1.262 -0.939 -1.426
7 H -0.338 -2.251 -0.334
8 H -1.272 0.496 0.495

***

--- two ---
This record from OMol25 describes 2 unconnected molecules or ions with the total composition CH3N3O. The level of theory is the ωB97M-V functional and the def2-TZVPD basis.

Its gap between HOMO and LUMO is 10.821 eV. The value obtained for the LUMO energy is 0.846 eV.

CARTESIAN COORDINATES (ANGSTROEM)
1 C 1.600 0.290 -0.323
2 N 2.658 -0.065 -0.001
3 N -1.821 0.827 0.253
4 N -1.233 -0.135 -0.281
5 O -1.495 -1.326 -0.482
6 H -2.754 0.608 0.786
7 H 3.354 -0.363 0.655
8 H -0.309 0.164 -0.608

***

--- three ---
This record from OMol25 describes a molecular structure, CH3N3O. The level of theory is the ωB97M-V functional and the def2-TZVPD basis.

Its gap between HOMO and LUMO (alpha / beta) is 8.548 / 8.547 eV. The value obtained for the LUMO energy (alpha / beta) is -0.480 / -0.480 eV.

CARTESIAN COORDINATES (ANGSTROEM)
1 C -0.622 0.235 -0.655
2 N -0.868 -0.337 0.566
3 N 0.745 0.748 -0.254
4 N 0.507 -0.004 0.914
5 O -1.103 0.280 -1.745
6 H -1.200 -1.224 0.554
7 H 1.833 -0.053 -1.140
8 H 0.708 0.355 1.761

***

Most favorable structure: one. The second most favorable one is 0.0398 hartree above it.

***

--- one ---
This record from OMol25 describes a gas-phase ion, C6H16N2 (charge -1). The level of theory is the ωB97M-V functional and the def2-TZVPD basis.

Its gap between HOMO and LUMO (alpha / beta) is 2.637 / 9.232 eV. Its net charge is -1. Its spin multiplicity is 2. The value obtained for the LUMO energy (alpha / beta) is 4.021 / 3.934 eV. The expectation value of S² is 0.75.

CARTESIAN COORDINATES (ANGSTROEM)
1 C -1.432 -1.283 0.410
2 N 0.019 -1.052 0.319
3 C 0.460 -0.720 -1.120
4 C 1.946 -0.172 -1.053
5 C 2.127 1.258 -1.420
6 N 2.513 2.151 -0.299
7 C -2.200 -0.019 0.917
8 C -3.127 -0.352 2.055
9 H -1.912 -1.675 -0.624
10 H -1.730 -2.126 1.097
11 H 0.224 -0.252 0.895
12 H -0.289 -0.059 -1.545
13 H 0.458 -1.697 -1.629
14 H 2.222 -0.477 0.048
15 H 2.611 -0.759 -1.762
16 H 2.934 1.425 -2.131
17 H 1.248 1.855 -1.932
18 H 2.837 1.508 0.427
19 H 1.660 2.588 0.097
20 H -1.519 0.808 1.158
21 H -2.716 0.325 0.029
22 H -4.015 -0.917 1.696
23 H -3.660 0.507 2.432
24 H -2.715 -1.012 2.866

***

--- two ---
This record from OMol25 describes a gas-phase ion, C6H16N2 (charge -1). The level of theory is the ωB97M-V functional and the def2-TZVPD basis.

Its gap between HOMO and LUMO (alpha / beta) is 2.100 / 8.255 eV. Its net charge is -1. Its spin multiplicity is 2. The value obtained for the LUMO energy (alpha / beta) is 3.567 / 3.452 eV. The expectation value of S² is 0.75.

CARTESIAN COORDINATES (ANGSTROEM)
1 N 3.338 -0.231 -0.196
2 C 2.474 -1.293 0.274
3 C 1.085 -1.183 -0.466
4 N 0.215 -0.413 0.417
5 C -3.239 -0.195 0.182
6 C -2.063 0.544 0.756
7 C -0.842 0.419 -0.172
8 C -0.300 1.785 -0.629
9 H 3.909 -0.412 -1.007
10 H 3.800 0.336 0.504
11 H 2.279 -1.043 1.321
12 H 2.929 -2.287 0.231
13 H 0.615 -2.174 -0.492
14 H 1.327 -0.758 -1.445
15 H 0.756 0.180 1.039
16 H -3.468 -0.016 -0.867
17 H -3.046 -1.286 0.200
18 H -4.134 -0.123 0.819
19 H -2.304 1.609 0.932
20 H -1.832 0.282 1.792
21 H -1.163 -0.142 -1.069
22 H -0.890 2.685 -0.432
23 H 0.569 2.085 -0.026
24 H -0.014 1.630 -1.666

***

Most favorable structure: two. The second most favorable one is 0.0227 hartree above it.

***

--- one ---
This record from OMol25 describes 2 unconnected molecules or ions with the total composition C11H16N3. The level of theory is the ωB97M-V functional and the def2-TZVPD basis.

Its gap between HOMO and LUMO is 8.059 eV. Its net charge is +1. The value obtained for the LUMO energy is -3.947 eV.

CARTESIAN COORDINATES (ANGSTROEM)
1 C 4.521 -0.741 0.585
2 C 4.627 0.611 0.380
3 C 3.143 -0.963 0.767
4 C -2.517 2.462 -0.300
5 C -3.384 1.568 -0.953
6 C -1.431 1.961 0.453
7 C -3.068 0.240 -0.953
8 C -1.288 0.558 0.512
9 C -0.342 -0.147 1.439
10 C -0.854 -1.915 -1.524
11 C -1.790 -1.632 -0.353
12 N 3.380 1.099 0.434
13 N 2.440 0.133 0.670
14 N -2.127 -0.216 -0.157
15 H 5.335 -1.387 0.702
16 H 5.570 1.176 0.098
17 H 2.517 -1.760 1.013
18 H -2.789 3.475 -0.225
19 H -4.256 2.145 -1.490
20 H -0.670 2.598 0.752
21 H -3.557 -0.643 -1.499
22 H -0.931 -0.415 2.231
23 H 0.384 0.594 1.703
24 H 0.183 -0.869 0.818
25 H -0.994 -1.194 -2.325
26 H 0.159 -1.758 -1.161
27 H -1.062 -2.953 -1.808
28 H -1.341 -1.986 0.647
29 H -2.719 -2.064 -0.777
30 H 2.862 2.021 0.322

***

--- two ---
This record from OMol25 describes a gas-phase ion, C11H16N3 (charge +1). The level of theory is the ωB97M-V functional and the def2-TZVPD basis.

Its gap between HOMO and LUMO (alpha / beta) is 6.947 / 6.949 eV. Its net charge is +1. The value obtained for the LUMO energy (alpha / beta) is -3.928 / -3.927 eV.

CARTESIAN COORDINATES (ANGSTROEM)
1 C 4.039 0.367 -0.067
2 C 3.575 -0.399 0.897
3 C 3.297 1.350 -0.713
4 C 2.179 -0.390 1.211
5 C 1.968 1.485 -0.410
6 C 1.389 0.668 0.615
7 C -2.052 1.338 0.357
8 C -2.320 -0.150 0.217
9 C -1.095 -0.960 -0.102
10 C -0.801 -2.104 0.739
11 C -0.538 -0.852 -1.475
12 N 0.047 0.622 0.944
13 N -0.763 1.676 0.553
14 N -3.055 2.185 0.241
15 H 5.088 0.314 -0.204
16 H 4.132 -1.035 1.580
17 H 3.699 2.017 -1.588
18 H 1.875 -1.092 2.020
19 H 1.404 2.326 -0.809
20 H -2.779 -0.499 1.275
21 H -3.177 -0.252 -0.444
22 H 0.212 -2.380 0.639
23 H -1.486 -2.883 0.524
24 H -0.958 -2.085 1.833
25 H -0.972 -1.615 -2.185
26 H 0.571 -0.942 -1.390
27 H -0.775 0.198 -1.921
28 H -0.287 2.569 0.328
29 H -3.963 1.994 0.069
30 H -2.927 3.172 0.441

***

Most favorable structure: one. The second most favorable one is 0.0409 hartree above it.

***

--- one ---
This record from OMol25 describes C3H5F in the gas phase. The level of theory is the ωB97M-V functional and the def2-TZVPD basis.

Its gap between HOMO and LUMO (alpha / beta) is 9.448 / 8.046 eV. The structure (SMILES) is C=C(C)F. The value obtained for the LUMO energy (alpha / beta) is 0.658 / 0.170 eV.

CARTESIAN COORDINATES (ANGSTROEM)
1 C -0.180 1.758 0.041
2 C 0.543 0.032 -0.078
3 C -0.181 -1.229 -0.020
4 F 1.719 0.058 -0.646
5 H 0.324 2.684 0.482
6 H -1.162 1.613 0.382
7 H -0.035 -1.855 -1.021
8 H 0.223 -1.983 0.661
9 H -1.251 -1.077 0.199

***

--- two ---
This record from OMol25 describes C3H5F in the gas phase. The level of theory is the ωB97M-V functional and the def2-TZVPD basis.

Its gap between HOMO and LUMO is 11.955 eV. The structure (SMILES) is FC1CC1. The value obtained for the LUMO energy is 1.307 eV.

CARTESIAN COORDINATES (ANGSTROEM)
1 F 0.932 0.036 1.094
2 C -0.012 0.512 0.227
3 C 0.033 0.020 -1.166
4 C -0.980 -0.526 -0.187
5 H -0.361 1.492 0.483
6 H -0.282 0.630 -2.070
7 H 0.822 -0.657 -1.424
8 H -2.052 -0.310 -0.263
9 H -0.763 -1.516 0.194

***

Most favorable structure: two. The second most favorable one is 0.1364 hartree above it.